[1]
C3H4O2Pd as an isolated structure at a distorted geometry, computed with ωB97M-V with the def2-TZVPD basis set.

The calculation puts the max |F| at 0.206 Eh/bohr. Its expectation value of S² is 2.00. The HOMO energy (spin up / spin down) is -8.10 / -9.01 eV. The frontier orbital gap (spin up / spin down) comes out at 0.3141 / 0.2848 Ha. The value obtained for the LUMO energy (spin up / spin down) is 0.45 / -1.26 eV. Its spin multiplicity is 3.

Cartesian coordinates (Å):
C -0.517 1.019 -0.587
C -1.600 1.384 0.125
O 0.150 -1.756 0.985
C 1.229 -2.291 0.657
O 1.881 -1.334 -0.186
H -0.289 1.702 -1.423
H -2.331 2.129 -0.220
H 2.748 -1.620 -0.489
Pd 0.466 -0.239 -0.025
H -1.737 1.005 1.163

=====

[2]
A 2-piece molecular cluster, C3F7NO2 overall at a distorted geometry, computed with ωB97M-V with the def2-TZVPD basis set.

The calculation puts the max |F| at 0.082 Eh/bohr. The HOMO energy (spin up / spin down) is -12.83 / -12.86 eV. The frontier orbital gap (spin up / spin down) comes out at 0.3066 / 0.3078 Ha. The value obtained for the LUMO energy (spin up / spin down) is -4.49 / -4.49 eV.

Cartesian coordinates (Å):
C -0.123 0.019 -0.206
C -0.743 0.190 1.150
C 1.342 0.286 -0.346
N -0.705 -1.059 -0.996
O -1.835 -1.014 -1.374
O 0.009 -2.020 -0.856
F -0.681 2.105 -1.005
F 0.065 -0.707 1.987
F -0.756 1.403 1.732
F -1.949 -0.336 1.263
F 2.180 -0.408 0.398
F 1.556 -0.023 -1.690
F 1.641 1.565 -0.060

=====

[3]
One molecule with the formula C4H6N2O, computed with ωB97M-V with the def2-TZVPD basis set.

The calculation puts the max |F| at 0.007 Eh/bohr. Its SMILES is CNC(=O)N1C=C1. The HOMO energy is -8.67 eV. The frontier orbital gap comes out at 0.3517 Ha. The value obtained for the LUMO energy is 0.90 eV.

Cartesian coordinates (Å):
O 0.978 1.636 1.248
C 0.659 0.783 0.440
N 1.292 -0.419 0.329
C 0.789 -1.553 -0.418
C -1.719 0.488 -0.210
C -1.524 1.727 0.027
N -0.356 1.001 -0.542
H 1.998 -0.571 1.032
H 1.571 -2.313 -0.476
H 0.525 -1.247 -1.433
H -2.273 -0.425 -0.346
H -0.093 -2.010 0.053
H -1.773 2.735 0.303

=====

[4]
A 2-piece molecular cluster, C5H13N2O overall at a distorted geometry, computed with ωB97M-V with the def2-TZVPD basis set.

The calculation puts the max |F| at 0.105 Eh/bohr. As for the total charge: +1. The HOMO energy is -15.20 eV. The frontier orbital gap comes out at 0.3247 Ha. The value obtained for the LUMO energy is -6.37 eV.

Cartesian coordinates (Å):
C 1.219 1.995 0.698
O 2.244 -1.029 -0.328
C 0.009 1.145 1.056
C -1.016 0.976 -0.126
C -0.440 0.158 -1.213
N -1.183 -1.800 0.809
C -1.080 -2.072 -0.416
N -0.673 -1.102 -1.368
H 1.058 3.069 0.790
H 2.084 1.691 1.270
H 1.477 1.894 -0.361
H -0.572 1.439 1.930
H 0.346 0.172 1.383
H -1.824 0.404 0.332
H -1.394 1.948 -0.420
H 2.104 -1.508 0.499
H -0.611 0.597 -2.201
H -1.206 -2.642 1.382
H 1.385 -0.766 -0.673
H -1.401 -3.047 -0.760
H -0.526 -1.522 -2.282

=====

These records have relative energy (zero: lowest compared OMol25 entry of this formula, charge and spin) values of 3.120, 4.060, 3.738, 3.758 eV, in the order they appear.
These records have DFT total energy values of -394.7506, -1018.3470, -340.6575, -382.7235 a.u., in the order they appear.